--- w ---
The following is a quantum chemistry calculation of the molecule C4H7NO, from the OMol25 dataset.

```
13
Properties=species:S:1:pos:R:3
C -1.2419 -0.9706 0.2577
C -0.3707 0.0750 -0.5916
C 0.3046 1.4170 -0.1254
O 1.3264 0.9343 0.7625
C 1.5567 -0.3202 0.2970
N 0.8203 -0.7836 -0.6201
H -2.1562 -1.2119 -0.2820
H -1.4564 -0.6582 1.2792
H -0.7267 -1.9484 0.3564
H -0.8620 0.2563 -1.5559
H -0.2362 2.2250 0.3771
H 0.8185 1.8780 -0.9989
H 2.2933 -0.8972 0.8392
```

**HOMO energy**: -9.32 eV
**Lowest unoccupied orbital energy**: 0.03766 Ha
**Gap between HOMO and LUMO**: 10.342 eV

---

--- x ---
The following is a quantum chemistry calculation of the molecule C4H7NO, from the OMol25 dataset.

```
13
Properties=species:S:1:pos:R:3
C 0.6247 1.2948 -0.6446
C -0.6664 0.7021 -0.1838
C -1.1505 -0.6509 -0.1593
N -0.3988 -0.4042 1.0774
C 0.7470 -1.2768 1.0013
O 1.1564 -1.8414 0.0068
H 0.8761 2.0369 0.1228
H 0.5625 1.8324 -1.5985
H 1.3966 0.5297 -0.6896
H -1.4778 1.4508 -0.1781
H -2.2078 -0.7533 0.0607
H -0.6653 -1.3775 -0.7889
H 1.2033 -1.5426 1.9737
```

**HOMO energy**: -9.57 eV
**Lowest unoccupied orbital energy**: 0.03036 Ha
**Gap between HOMO and LUMO**: 10.395 eV

---

The most stable arrangement is w, and the next structure is 0.0319 hartree less stable.

---

--- w ---
The following is a quantum chemistry calculation of the molecule C4H7NO, from the OMol25 dataset.

```
13
Properties=species:S:1:pos:R:3
C 1.4183 0.3950 -0.4761
C 0.4964 -0.0927 0.6782
C -0.9165 -0.4978 0.1931
O -1.8037 -0.5259 1.2732
C -1.2050 0.4751 -0.8886
N -0.6217 1.1069 -1.6719
H 0.8711 1.1284 -1.3453
H 2.2177 1.0137 -0.0730
H 1.8547 -0.4903 -0.9680
H 0.3658 0.6792 1.4465
H 0.8710 -0.9840 1.2167
H -0.8658 -1.4724 -0.3161
H -2.6822 -0.7350 0.9314
```

**HOMO energy**: -10.33 eV
**Lowest unoccupied orbital energy**: 0.01633 Ha
**Gap between HOMO and LUMO**: 10.773 eV

---

--- x ---
The following is a quantum chemistry calculation of a cluster of 2 separate species, C4H7NO in total, from the OMol25 dataset.

```
13
Properties=species:S:1:pos:R:3
C 0.0631 2.4037 0.7797
N 0.9426 1.5369 0.0499
C 1.1163 0.4099 -0.2632
C 0.4842 -1.5241 -0.5525
C -0.1444 -1.8990 0.7111
O -0.5885 -0.5876 0.7643
H -0.6941 1.7831 1.2656
H -0.4040 3.1053 0.0848
H 0.6336 2.9699 1.5191
H 1.5041 -1.7713 -0.8262
H -0.1928 -1.3886 -1.3887
H -0.9310 -2.6707 0.6488
H 0.5744 -2.1883 1.4959
```

**HOMO energy (alpha / beta)**: -8.13 / -8.13 eV
**Lowest unoccupied orbital energy (alpha / beta)**: 0.00242 / 0.00243 Ha
**Gap between HOMO and LUMO (alpha / beta)**: 8.192 / 8.194 eV

---

The most stable arrangement is w, and the next structure is 0.1203 hartree less stable.

---

--- w ---
The following is a quantum chemistry calculation of a cluster of 2 separate species, C4H7ClS in total, from the OMol25 dataset.

```
13
Properties=species:S:1:pos:R:3
C 2.1241 0.9867 0.1453
C 0.9182 0.3450 -0.6339
C -0.3689 -0.3190 -1.4734
C -0.9302 -1.6337 -1.1020
Cl -0.9786 0.6302 -2.7354
H 1.8971 1.6217 0.9753
H 3.1002 0.7879 -0.2363
H -1.5423 -1.9976 -1.9233
H -1.5553 -1.5683 -0.2106
H -0.1388 -2.3576 -0.9107
S -1.0764 1.5714 2.3045
H -0.5621 1.6747 3.5246
H -0.8871 0.2586 2.2759
```

**HOMO energy (alpha / beta)**: -8.22 / -8.23 eV
**Lowest unoccupied orbital energy (alpha / beta)**: 0.01856 / 0.01833 Ha
**Gap between HOMO and LUMO (alpha / beta)**: 8.729 / 8.731 eV

---

--- x ---
The following is a quantum chemistry calculation of the molecule C4H7ClS, from the OMol25 dataset.

```
13
Properties=species:S:1:pos:R:3
C -1.5946 -1.1781 -1.8707
S -0.3333 0.0872 -1.8364
C 0.0718 0.0772 -0.1243
C 0.9136 0.8996 0.4881
C 1.3948 0.7219 1.9262
Cl 1.1896 2.5112 -0.1181
H -2.4418 -0.8478 -1.2745
H -1.8560 -1.3908 -2.9348
H -1.3544 -2.1547 -1.4127
H -0.2717 -0.7558 0.4810
H 2.3661 1.0468 2.0037
H 1.1218 -0.3327 2.1154
H 0.7942 1.3159 2.5572
```

**HOMO energy**: -8.12 eV
**Lowest unoccupied orbital energy**: 0.03105 Ha
**Gap between HOMO and LUMO**: 8.961 eV

---

The most stable arrangement is x, and the next structure is 0.1801 hartree less stable.

---

--- w ---
The following is a quantum chemistry calculation of the molecule C4H7ClS, from the OMol25 dataset.

```
13
Properties=species:S:1:pos:R:3
C -0.4240 0.5048 -2.0137
C -0.3038 -0.2402 -0.8879
C -1.3368 -0.2104 0.1746
Cl -1.1270 1.2275 1.2375
S 1.2311 -1.1236 -0.6065
C 1.7821 -0.4441 0.9275
H -1.2260 1.1354 -2.0611
H 0.3974 0.5467 -2.7438
H -1.2052 -0.9845 0.8940
H -2.3068 -0.1139 -0.2678
H 1.9221 0.5882 0.7591
H 2.5848 -1.1299 1.2162
H 0.9903 -0.5925 1.6681
```

**HOMO energy**: -8.56 eV
**Lowest unoccupied orbital energy**: 0.02479 Ha
**Gap between HOMO and LUMO**: 9.235 eV

---

--- x ---
The following is a quantum chemistry calculation of a cluster of 2 separate species, C4H7ClS in total, from the OMol25 dataset.

```
13
Properties=species:S:1:pos:R:3
C -0.2338 0.7546 0.8800
C -0.5869 0.3556 -0.2931
C -1.1678 1.4009 1.8817
C 1.1405 -1.1834 -2.1458
S 0.8249 -2.8087 -1.6201
Cl 2.6974 -0.5004 -1.8650
H 0.7900 0.6534 1.2226
H -1.4508 0.2940 -0.9103
H -1.1778 0.8135 2.7979
H -2.1778 1.4604 1.4835
H -0.8135 2.4038 2.1110
H 0.7165 -0.9387 -3.1029
H 1.4391 -2.7049 -0.4395
```

**HOMO energy (alpha / beta)**: -8.39 / -7.79 eV
**Lowest unoccupied orbital energy (alpha / beta)**: 0.00068 / 0.01292 Ha
**Gap between HOMO and LUMO (alpha / beta)**: 8.411 / 8.145 eV

---

The most stable arrangement is w, and the next structure is 0.1314 hartree less stable.

---

--- w ---
The following is a quantum chemistry calculation of a cluster of 2 separate species, CH7N3 in total, from the OMol25 dataset.

```
11
Properties=species:S:1:pos:R:3
H -1.8244 1.6174 -2.5217
N -1.0486 0.9792 -2.6231
C -0.2894 1.0908 -1.6074
N 0.9899 0.5171 -1.5771
H -0.7172 1.4632 -0.6717
H 1.0951 0.0338 -0.6926
H 0.8423 -0.2905 -2.1892
N -0.0210 -1.4072 2.8328
H -0.0832 -1.1661 3.8129
H 0.4417 -0.6463 2.3323
H 0.6149 -2.1915 2.9047
```

**HOMO energy**: -9.97 eV
**Lowest unoccupied orbital energy**: 0.02483 Ha
**Gap between HOMO and LUMO**: 10.648 eV

---

--- x ---
The following is a quantum chemistry calculation of a cluster of 2 separate species, CH7N3 in total, from the OMol25 dataset.

```
11
Properties=species:S:1:pos:R:3
H -0.8292 2.1025 -1.7619
N -0.5475 1.3753 -1.1045
C -0.7827 0.1454 -1.4750
N -0.5289 -0.9075 -0.6543
H -1.0798 -0.2141 -2.4486
H -0.4490 -1.8465 -1.0173
H 0.0491 -0.7437 0.1807
N 1.0468 -0.0369 2.2709
H 1.8173 0.6325 2.0475
H 0.0860 0.3767 2.1840
H 1.2179 -0.8835 1.7785
```

**HOMO energy**: -9.25 eV
**Lowest unoccupied orbital energy**: 0.03541 Ha
**Gap between HOMO and LUMO**: 10.209 eV

---

The most stable arrangement is x, and the next structure is 0.0084 hartree less stable.

---

--- w ---
The following is a quantum chemistry calculation of the molecule C6H8OS, from the OMol25 dataset.

```
16
Properties=species:S:1:pos:R:3
S 2.3436 0.0469 -3.6299
C 2.0516 -0.4838 -2.1246
C 0.7972 -0.3187 -1.4119
C 0.6421 -0.7756 -0.1494
C -0.5977 -0.6398 0.6486
C -0.6015 0.4551 1.7385
C -1.6742 1.1009 0.8723
O -1.6643 0.0163 -0.0733
H 2.8597 -1.0103 -1.5503
H -0.0442 0.1606 -1.9272
H 1.4942 -1.2941 0.3450
H -0.9260 -1.6082 0.9853
H 0.3192 1.0038 1.8214
H -0.9252 0.1314 2.7224
H -1.3808 2.0301 0.3867
H -2.6938 1.1855 1.3462
```

**HOMO energy**: -8.62 eV
**Lowest unoccupied orbital energy**: -0.02110 Ha
**Gap between HOMO and LUMO**: 8.046 eV

---

--- x ---
The following is a quantum chemistry calculation of a cluster of 2 separate species, C6H8OS in total, from the OMol25 dataset.

```
16
Properties=species:S:1:pos:R:3
C -0.5803 1.1436 0.3649
C -1.9055 0.3159 0.5107
C -1.8184 -1.0517 -0.1181
C -0.6605 -1.7221 -0.5018
C 0.5581 -0.7723 -0.5124
C 0.4522 0.1365 0.6914
H -0.1679 3.3646 -0.7456
H -0.3949 1.9854 1.0763
H -2.0363 0.1625 1.8051
H -2.8351 0.9593 0.1640
H -2.7632 -1.7892 -0.0300
H -0.6004 -2.8978 -0.4069
H 0.4066 -0.3072 -1.4564
H 0.1647 -0.5393 1.4742
O -0.2785 1.7367 -0.9176
S 2.1364 -0.1957 0.1782
```

**HOMO energy**: -8.68 eV
**Lowest unoccupied orbital energy**: -0.05114 Ha
**Gap between HOMO and LUMO**: 7.288 eV

---

--- y ---
The following is a quantum chemistry calculation of a cluster of 2 separate species, C6H8OS in total, from the OMol25 dataset.

```
16
Properties=species:S:1:pos:R:3
C 0.4155 0.2659 -1.3530
C 0.9717 -0.9699 -0.8200
C 0.2937 -1.6653 0.3125
C -0.5776 -1.4026 1.2609
C -0.1722 1.4051 0.9243
C 0.4712 1.2726 -0.2446
H 2.3426 -0.0625 -2.3385
H -0.6886 0.2387 -1.7447
H 2.1352 -0.8017 -0.7174
H 1.0232 -1.7669 -1.6437
H 0.6319 -2.6471 0.2793
H -0.8750 -2.0198 2.1319
H 0.0428 2.3312 1.5459
H 1.3302 1.9548 -0.3433
O 1.2531 0.8075 -2.4100
S -1.5238 0.1799 1.3519
```

**HOMO energy**: -8.58 eV
**Lowest unoccupied orbital energy**: 0.00170 Ha
**Gap between HOMO and LUMO**: 8.622 eV

---

--- z ---
The following is a quantum chemistry calculation of the molecule C6H8OS, from the OMol25 dataset.

```
16
Properties=species:S:1:pos:R:3
C -1.4706 -1.4507 -1.1052
C -0.4265 -0.4296 -1.2692
C -1.5324 -2.3305 -0.0995
C 0.3665 0.1342 -0.3978
C -0.4121 1.0026 2.0670
C 1.3629 1.1655 -0.8276
O 1.7066 -0.5253 1.8321
S 0.3320 -0.3288 1.4290
H -1.9354 -1.7453 -2.0002
H -0.2300 -0.0274 -2.2982
H -0.8901 -2.3688 0.7979
H -0.1373 1.2910 3.1260
H -1.3023 1.3147 1.6477
H 1.9984 0.6042 -1.5340
H 1.7759 1.7837 0.0575
H 0.7945 1.9106 -1.4255
```

**HOMO energy (alpha / beta)**: -9.01 / -8.22 eV
**Lowest unoccupied orbital energy (alpha / beta)**: -0.03366 / -0.02234 Ha
**Gap between HOMO and LUMO (alpha / beta)**: 8.093 / 7.607 eV

---

The most stable arrangement is w, and the next structure is 0.0888 hartree less stable.